No. 1
Density functional theory data (ωB97M-V with the def2-TZVPD basis set) for C22H15F6N3O7PtS2 as an isolated structure.

The calculated total energy comes out at -3052.9943 Ha. Its charge is 0. Its HOMO-LUMO gap (alpha / beta) is 6.362 / 6.361 eV. Its highest occupied orbital energy (alpha / beta) is -8.8 / -8.8 eV.

```
56
Properties=species:S:1:pos:R:3:forces:R:3:mulliken_charge:R:1
Pt -0.864 0.536 0.421 0.0 1.2 0.7 1.41
O 0.218 -2.440 3.494 -0.1 0.0 0.0 -0.70
C 1.398 -2.551 2.888 0.1 0.0 -0.1 0.38
C 2.524 -2.704 3.700 0.0 0.0 0.0 -0.63
C 3.767 -2.859 3.133 0.0 0.0 0.0 -0.29
C 3.938 -2.859 1.742 0.0 0.0 0.1 -0.94
C 2.843 -2.701 0.933 -0.1 0.0 0.0 -0.20
C 1.554 -2.543 1.483 0.1 -0.2 0.0 0.27
C 0.390 -2.380 0.641 -0.1 -0.4 0.2 0.69
O -0.752 -2.197 1.053 0.1 0.4 -0.1 -0.59
N 0.660 -2.398 -0.787 0.3 1.2 -0.2 -0.36
N -0.368 -2.335 -1.456 -0.5 -1.8 0.3 0.34
C -0.779 -2.673 -2.654 0.0 0.7 -0.1 -0.69
C -1.892 -2.025 -3.171 0.1 0.4 -0.4 0.62
C -2.492 -2.302 -4.430 0.1 -0.1 0.2 -0.92
C -3.626 -1.646 -4.778 -0.2 0.1 0.1 -0.62
C -4.213 -0.709 -3.872 0.1 -0.1 -0.2 -0.46
C -3.671 -0.422 -2.659 0.0 -0.1 0.3 -0.45
C -2.436 -1.034 -2.288 -0.1 -0.1 -0.3 0.57
O -1.792 -0.793 -1.224 0.4 0.1 0.0 -0.73
H -0.473 -2.313 2.815 0.0 0.0 0.0 0.40
H 2.384 -2.708 4.772 0.0 0.0 0.0 0.45
H 4.628 -2.985 3.779 0.0 0.0 0.0 0.41
H 4.923 -2.982 1.312 0.0 0.0 0.0 0.42
H 2.952 -2.692 -0.142 0.0 0.0 0.0 0.48
H -0.271 -3.473 -3.185 -0.1 -0.2 0.3 0.47
H -2.041 -3.032 -5.091 0.0 0.0 0.0 0.39
H -4.095 -1.835 -5.734 0.0 0.0 0.0 0.40
H -5.122 -0.197 -4.167 0.0 0.0 0.0 0.42
H -4.110 0.304 -1.992 0.0 0.0 0.0 0.53
F -0.216 1.598 -2.442 0.0 0.0 0.1 -0.21
C -1.083 2.475 -2.964 -0.1 -0.1 0.0 0.71
F -0.404 3.514 -3.432 0.0 0.0 -0.1 -0.24
F -1.711 1.874 -3.975 0.0 0.0 0.0 -0.22
S -2.336 3.031 -1.713 -0.3 -0.2 0.2 1.15
O -2.597 1.901 -0.842 -0.2 -0.1 -0.7 -0.69
O -3.411 3.492 -2.529 0.2 0.2 0.1 -0.69
N -1.593 4.191 -0.960 0.1 0.0 0.3 -0.55
S -0.971 4.052 0.481 -0.2 0.2 -0.8 0.83
O -1.005 2.703 1.044 0.1 -0.7 0.2 -0.59
O -1.362 5.113 1.341 0.0 -0.1 0.2 -0.65
C 0.812 4.332 0.126 0.0 -0.1 -0.1 0.71
F 1.008 5.553 -0.353 0.0 0.0 0.0 -0.22
F 1.230 3.442 -0.782 0.0 0.0 0.1 -0.20
F 1.519 4.173 1.238 0.0 0.0 0.0 -0.22
C 2.566 1.013 3.628 0.0 0.0 0.0 -0.64
C 1.232 1.035 4.019 0.1 -0.1 0.0 -0.64
C 0.224 0.856 3.081 0.0 0.0 0.0 -0.31
C 0.559 0.666 1.749 0.0 -0.4 -0.1 0.26
C 1.886 0.632 1.350 0.1 0.1 0.0 -0.12
C 2.892 0.809 2.295 0.0 0.0 0.0 -0.78
H 3.349 1.153 4.363 0.0 0.0 0.0 0.43
H 0.972 1.192 5.058 0.0 0.0 0.0 0.42
H -0.815 0.885 3.389 0.0 0.0 0.0 0.45
H 2.144 0.472 0.308 0.0 0.0 0.0 0.44
H 3.929 0.791 1.983 0.0 0.0 0.0 0.49
```
Forces are in eV/Å.

No. 2
Density functional theory data (ωB97M-V with the def2-TZVPD basis set) for C22H15IN4O6RuS4Te as an isolated structure.

The calculated total energy comes out at -3771.0419 Ha. The multiplicity is 5. Its charge is -2. Its HOMO-LUMO gap (alpha / beta) is 4.084 / 6.126 eV. Its highest occupied orbital energy (alpha / beta) is -0.7 / -2.7 eV.

```
54
Properties=species:S:1:pos:R:3:forces:R:3:mulliken_spin:R:1
Ru 1.036 0.439 0.831 0.0 -0.7 0.8 2.39
S 5.225 -1.250 2.277 -0.2 0.0 0.0 0.02
C 3.655 -0.793 1.928 0.1 -0.1 0.0 -0.03
S 2.372 -1.841 1.521 0.0 0.1 -0.1 0.34
S 3.158 0.874 1.981 -0.1 0.1 -0.2 0.11
Te -1.044 2.049 2.118 -0.2 0.0 -0.1 0.18
C 0.121 3.282 3.387 0.1 0.1 0.0 -0.01
C 1.386 3.722 3.002 0.0 0.0 0.0 0.01
C 2.163 4.479 3.867 0.0 0.0 0.0 0.00
C 1.677 4.822 5.122 0.0 0.0 0.0 0.00
C 0.416 4.395 5.511 0.0 0.0 0.0 0.00
C -0.355 3.621 4.651 0.0 0.0 0.0 -0.01
H 1.776 3.454 2.028 0.0 0.0 0.0 0.00
H 3.155 4.790 3.562 0.0 0.0 0.0 0.00
H 2.286 5.408 5.800 0.0 0.0 0.0 0.00
H 0.036 4.648 6.494 0.0 0.0 0.0 0.00
H -1.326 3.265 4.973 0.0 0.0 0.0 0.00
C -2.505 1.556 -2.355 0.1 -0.1 0.2 0.01
C -1.188 1.639 -1.733 0.0 0.0 -0.1 0.02
N -0.156 1.718 -1.237 -0.1 0.0 -0.1 0.00
H -2.623 2.358 -3.082 0.0 0.0 0.0 0.00
H -3.266 1.623 -1.581 0.0 0.0 0.0 0.00
H -2.616 0.592 -2.846 0.0 -0.1 0.0 0.00
I 3.108 2.977 -0.977 0.0 0.1 0.0 0.02
C 3.268 0.950 -1.456 -0.1 -0.1 -0.1 0.01
C 4.349 0.547 -2.219 0.0 0.0 0.0 -0.01
C 4.388 -0.774 -2.637 0.1 0.0 -0.1 0.01
C 3.342 -1.617 -2.319 -0.1 0.0 0.1 0.00
C 2.316 -1.126 -1.530 -0.1 -0.1 0.0 0.00
N 2.288 0.135 -1.083 0.3 0.2 0.0 -0.01
H 5.132 1.249 -2.465 0.0 0.0 0.0 0.00
H 5.232 -1.134 -3.212 0.0 0.0 0.0 0.00
H 3.322 -2.650 -2.634 0.0 0.0 0.0 0.00
H 1.477 -1.735 -1.224 0.0 0.0 0.0 0.00
S 0.366 -0.331 4.034 -0.1 0.0 0.0 -0.04
C 0.274 0.350 2.608 0.2 0.0 -0.3 -0.06
O -2.230 -0.180 0.665 0.1 0.2 -0.2 0.00
C -1.561 -1.008 0.034 -0.2 -0.2 0.3 -0.02
O -0.285 -1.091 0.030 0.2 0.3 -0.1 0.04
C -2.270 -2.031 -0.834 0.1 0.2 0.0 -0.09
C -3.647 -1.978 -0.958 0.0 0.0 -0.1 0.12
C -4.317 -2.848 -1.847 0.2 -0.1 0.0 0.02
C -3.569 -3.792 -2.578 -0.1 0.0 0.0 0.10
C -2.206 -3.811 -2.406 0.2 -0.3 0.0 -0.04
C -1.514 -2.955 -1.558 0.0 -0.1 0.0 0.19
N -1.424 -4.792 -3.196 -0.1 0.7 -0.4 0.00
O -2.024 -5.553 -3.935 0.0 -0.2 0.2 0.00
O -0.208 -4.728 -3.141 0.0 -0.2 0.1 -0.01
N -5.681 -2.764 -2.032 -0.1 0.1 0.0 0.19
O -6.246 -3.571 -2.841 0.0 0.0 0.0 0.21
O -6.330 -1.868 -1.401 0.0 0.0 0.0 0.22
H -4.218 -1.259 -0.394 0.0 0.0 0.0 0.03
H -4.070 -4.462 -3.256 0.0 0.0 0.0 0.03
H -0.443 -3.001 -1.459 0.0 0.0 0.0 0.06
```
Forces are in eV/Å.

No. 3
Density functional theory data (ωB97M-V with the def2-TZVPD basis set) for a 2-piece molecular cluster, C22H15N2O6S2 overall.

The calculated total energy comes out at -2204.5692 Ha. Its charge is -1. Its HOMO-LUMO gap is 5.329 eV. Its highest occupied orbital energy is -3.8 eV.

```
47
Properties=species:S:1:pos:R:3:forces:R:3:mulliken_charge:R:1
C -1.929 -1.463 2.018 -0.4 -0.1 0.4 -1.24
N -2.867 -0.745 1.325 0.0 0.8 -0.1 0.95
O -3.210 0.403 1.740 0.4 -0.9 -0.2 -0.72
O -3.374 -1.200 0.253 -0.1 0.7 0.7 -0.75
C -1.793 -2.874 1.866 -0.1 0.0 -0.1 1.00
C -2.377 -3.573 0.781 0.1 -0.9 -0.3 -0.23
C -2.177 -4.933 0.607 0.0 0.3 0.2 -0.70
C -1.438 -5.667 1.546 0.1 -0.2 -0.1 0.52
C -1.201 -7.069 1.363 0.4 -1.9 -0.2 0.12
N -0.994 -8.216 1.234 -0.4 2.1 0.2 -0.62
C -0.920 -5.017 2.679 0.0 0.3 0.0 -0.58
C -1.108 -3.655 2.844 0.0 0.0 -0.2 -0.78
H -1.491 -0.949 2.873 -0.3 -0.1 -0.3 0.33
H -3.003 -3.011 0.101 0.3 -0.3 0.0 0.63
H -2.588 -5.425 -0.275 0.0 0.0 0.3 0.38
H -0.355 -5.598 3.412 -0.2 0.2 -0.2 0.39
H -0.750 -3.156 3.744 0.1 -0.1 -0.2 0.33
C 2.644 4.483 2.597 -0.2 -0.1 -0.2 -0.64
C 1.708 3.627 2.016 0.0 0.1 0.0 -0.67
C 1.625 3.557 0.631 -0.1 -0.2 -0.1 0.39
C 2.455 4.322 -0.169 0.1 0.0 -0.2 0.21
C 3.406 5.172 0.397 -0.1 -0.1 0.1 -0.67
C 3.493 5.250 1.788 -0.2 -0.1 -0.2 -0.51
S 2.258 4.104 -1.947 -0.7 -0.7 0.5 1.23
O 1.594 5.264 -2.493 0.5 -0.4 0.1 -0.64
O 3.496 3.619 -2.506 -0.3 0.4 0.0 -0.64
C 1.104 2.718 -1.833 0.5 -1.0 -0.2 -0.28
C 1.091 1.702 -2.736 0.4 1.2 0.4 -0.28
C 0.242 0.525 -2.672 -0.7 -0.9 -0.5 0.66
C -1.110 0.583 -2.270 0.3 0.0 -0.2 -0.17
C -1.866 -0.581 -2.179 -0.1 0.1 -0.1 -0.44
C -1.310 -1.831 -2.461 0.3 0.5 0.1 -0.27
C 0.004 -1.892 -2.931 0.1 0.2 0.0 -0.57
C 0.748 -0.723 -3.098 0.0 0.3 0.3 -0.65
S 0.459 2.444 -0.181 -0.3 0.5 -0.2 1.24
O 0.747 1.092 0.225 -0.1 0.8 0.0 -0.58
O -0.872 2.991 -0.063 0.7 -0.2 0.1 -0.61
H 2.700 4.550 3.684 0.1 0.0 -0.3 0.38
H 1.034 3.008 2.602 0.2 0.1 0.1 0.48
H 4.060 5.754 -0.250 -0.1 -0.1 0.2 0.42
H 4.221 5.921 2.246 -0.2 -0.2 -0.1 0.37
H 1.808 1.774 -3.562 -0.2 0.0 0.1 0.41
H -1.584 1.553 -2.101 0.2 -0.3 0.2 0.40
H -2.898 -0.501 -1.860 0.1 -0.1 0.1 0.37
H -1.899 -2.734 -2.307 0.2 0.2 -0.1 0.35
H 0.458 -2.854 -3.157 -0.1 0.2 -0.1 0.37
H 1.756 -0.749 -3.518 -0.2 -0.2 0.2 0.37
```
Forces are in eV/Å.

No. 4
Density functional theory data (ωB97M-V with the def2-TZVPD basis set) for C22H16BrCl2N3O2 in the gas phase.

The calculated total energy comes out at -4657.1168 Ha. Its charge is 0. As for the structure (SMILES): [H]/N=C(/N=C(\O)[C@@H](NC(=O)c1ccc(Cl)c(Br)c1)c1ccc(Cl)cc1)c1ccccc1. Its HOMO-LUMO gap is 8.740 eV. Its highest occupied orbital energy is -9.2 eV.

```
46
Properties=species:S:1:pos:R:3:forces:R:3:mulliken_charge:R:1
H -3.481 2.860 -2.040 0.1 -0.2 0.4 0.15
N -2.854 2.661 -1.258 1.2 -0.5 -0.2 -0.79
C -1.995 1.706 -1.515 -2.0 2.0 1.2 0.51
N -1.063 1.388 -0.521 0.9 -1.1 0.0 -0.18
C -0.771 2.051 0.562 -1.5 0.0 -1.9 -0.22
O -1.373 3.209 0.893 1.5 -1.5 0.8 -0.52
C 0.324 1.499 1.459 0.9 -1.0 0.3 -0.06
N 0.261 0.015 1.560 -0.8 -0.8 0.3 0.05
C 0.552 -0.731 2.686 0.6 3.4 1.6 0.33
O 1.018 -0.143 3.675 -0.3 -0.9 -0.9 -0.72
C 0.258 -2.167 2.756 -1.3 -2.0 -1.6 0.44
C -0.383 -2.867 1.693 0.9 -1.2 1.3 -0.47
C -0.596 -4.271 1.743 0.0 1.6 1.1 -0.88
C -0.308 -4.989 2.915 0.9 1.0 0.0 0.36
Cl -0.588 -6.694 2.989 0.0 0.3 -0.1 -0.18
C 0.335 -4.295 3.967 -0.4 0.2 -0.7 0.01
Br 0.952 -5.245 5.481 -0.1 0.2 -0.1 -0.14
C 0.572 -2.909 3.881 0.7 -0.5 1.2 -0.31
C 1.719 1.835 0.928 0.6 1.0 0.1 -0.10
C 2.537 2.756 1.609 -0.3 -0.6 -0.1 -0.33
C 3.845 2.997 1.244 0.4 -0.1 -0.4 -0.63
C 4.406 2.356 0.130 -0.9 -0.6 -0.2 0.33
Cl 6.085 2.532 -0.331 -0.4 0.2 0.3 -0.22
C 3.610 1.474 -0.611 -1.2 -0.3 0.9 -0.83
C 2.253 1.217 -0.187 1.6 0.0 -0.9 0.11
C -2.140 0.905 -2.776 0.8 -0.4 -0.6 0.81
C -2.997 1.295 -3.830 0.0 0.6 1.2 -0.54
C -3.162 0.517 -4.951 0.3 -0.1 -1.0 -0.68
C -2.395 -0.620 -5.177 0.9 -0.3 1.9 -0.40
C -1.497 -1.031 -4.130 -1.1 1.2 -1.2 -0.61
C -1.372 -0.253 -2.970 0.4 -0.4 0.3 -0.08
H -2.114 3.244 0.264 -0.9 0.5 -0.9 0.49
H 0.237 1.901 2.467 -0.1 0.0 0.0 0.69
H -0.232 -0.486 0.849 -0.2 0.4 -0.6 0.13
H -0.638 -2.321 0.818 -0.3 0.0 -0.7 0.50
H -1.038 -4.769 0.913 -0.3 -0.3 -0.5 0.43
H 1.059 -2.424 4.749 -0.3 -0.2 -0.8 0.47
H 2.178 3.231 2.508 -0.2 0.1 0.1 0.37
H 4.429 3.647 1.874 0.2 0.1 -0.1 0.41
H 4.042 0.883 -1.427 -0.3 0.5 0.3 0.36
H 1.663 0.491 -0.751 0.2 0.2 0.2 0.37
H -3.536 2.253 -3.786 0.2 -0.6 0.0 0.22
H -3.821 0.859 -5.743 0.0 0.0 0.1 0.36
H -2.470 -1.146 -6.125 0.0 -0.1 0.3 0.37
H -0.883 -1.894 -4.298 0.2 -0.2 0.1 0.41
H -0.628 -0.529 -2.186 -0.8 0.2 -0.7 0.18
```
Forces are in eV/Å.

What is the charge in the fourth record? 0